67
Properties=species:S:1:pos:R:3:lowdin_spin:R:1 method="wB97M-V/def2-TZVPD" lumo_ha="0.1364 / 0.1363" charge=-2 multiplicity=3 gap_ev="4.608 / 4.991"
W -0.80 0.78 0.69 1.20
N -0.35 -2.11 3.20 0.00
C 0.53 -1.08 3.28 0.00
N 1.54 -1.03 4.14 0.00
N 2.15 0.12 3.87 0.00
N 1.56 0.74 2.92 0.00
N 0.50 0.02 2.50 0.02
C -1.33 -2.16 2.25 0.00
N -2.27 -3.08 2.21 0.00
N -3.03 -2.74 1.16 0.01
N -2.59 -1.69 0.60 0.01
N -1.48 -1.25 1.24 0.01
H -0.27 -2.88 3.84 0.00
S -5.20 1.31 -1.04 0.04
C -3.73 1.03 -0.56 0.03
N -2.64 0.82 -0.16 0.00
N 0.90 -0.17 0.05 0.01
C 2.01 -0.42 -0.30 0.12
C 3.33 -0.61 -0.61 0.01
C 4.32 -0.29 0.36 0.04
C 5.65 -0.44 0.06 0.00
C 6.05 -0.92 -1.19 0.05
C 5.08 -1.24 -2.14 0.00
C 3.75 -1.10 -1.87 0.04
H 4.00 0.09 1.32 0.00
H 6.39 -0.16 0.79 0.00
H 7.10 -1.04 -1.41 0.00
H 5.40 -1.60 -3.11 0.00
H 2.99 -1.35 -2.61 0.00
C 1.96 4.36 1.43 0.00
O 1.39 3.12 1.85 0.01
C 0.70 2.40 0.99 0.03
O 0.55 3.02 -0.21 0.01
H 2.49 4.75 2.29 0.00
H 1.17 5.05 1.11 0.00
H 2.65 4.20 0.61 0.00
F -1.66 2.69 1.03 0.07
C -0.23 2.17 -1.05 0.00
F 0.74 1.70 -1.97 0.00
C -1.09 3.11 -1.90 0.00
F -1.78 2.48 -2.85 0.00
F -1.97 3.82 -1.19 0.00
F -0.35 4.05 -2.55 0.00
C -0.11 -3.27 -6.26 0.00
C -0.62 -3.31 -4.84 0.00
C -1.10 -4.49 -4.26 0.00
C -1.40 -4.40 -2.90 0.00
N -1.30 -3.29 -2.21 0.00
C -0.94 -2.18 -2.87 0.02
S -0.97 -0.66 -2.12 0.12
N -0.56 -2.18 -4.16 0.01
H -0.32 -4.20 -6.78 0.00
H 0.97 -3.10 -6.24 0.00
H -0.56 -2.44 -6.80 0.00
H -1.21 -5.41 -4.81 0.00
H -1.72 -5.28 -2.36 0.00
I -6.26 0.94 3.33 0.00
C -4.21 1.44 3.42 0.00
C -3.81 2.51 4.22 0.02
C -2.42 2.72 4.28 0.00
C -1.57 1.94 3.55 0.02
N -1.98 0.93 2.72 0.04
C -3.32 0.69 2.71 0.02
H -4.51 3.13 4.76 0.00
H -2.03 3.51 4.90 0.00
H -0.50 2.12 3.58 0.00
H -3.66 -0.14 2.09 0.00



57
Properties=species:S:1:pos:R:3:lowdin_spin:R:1 method="wB97M-V/def2-TZVPD" relative_energy_kcal_mol=41.7 lumo_ha="-0.0425 / -0.0584" charge=0 multiplicity=2 gap_ev="6.393 / 5.929"
Ru 0.21 0.08 -0.38 0.78
Cl -0.33 6.85 0.46 0.00
C -0.34 5.14 0.70 0.00
C -0.69 4.62 1.91 0.00
C -0.70 3.23 2.15 0.01
I -1.26 2.51 4.01 0.00
C -0.36 2.34 1.15 0.00
O -0.33 1.04 1.31 0.00
C -0.01 2.89 -0.12 0.00
N 0.30 1.99 -1.09 0.00
C 0.69 2.39 -2.28 0.01
C 0.74 3.76 -2.60 0.00
C 0.41 4.69 -1.66 0.01
C 0.02 4.28 -0.37 0.00
H -0.96 5.29 2.71 0.00
H 0.96 1.62 -2.99 0.00
H 1.05 4.05 -3.60 0.00
H 0.45 5.75 -1.89 0.00
C 2.03 0.20 2.85 0.00
C 1.80 -1.18 2.33 0.00
C 2.40 -2.23 3.07 0.00
C 2.19 -3.54 2.74 0.00
C 1.35 -3.84 1.65 0.00
C 1.01 -5.15 1.23 0.00
Br 1.73 -6.66 2.11 0.00
C 0.17 -5.34 0.17 0.00
C -0.39 -4.24 -0.50 0.00
Br -1.58 -4.54 -1.93 0.00
C -0.09 -2.94 -0.15 0.01
O -0.58 -1.89 -0.72 0.07
C 0.81 -2.75 0.95 0.00
N 1.05 -1.44 1.27 0.07
H 3.06 0.29 3.20 0.00
H 1.38 0.36 3.71 0.00
H 1.83 0.97 2.13 0.00
H 3.02 -1.97 3.92 0.00
H 2.65 -4.34 3.31 0.00
H -0.09 -6.34 -0.15 0.00
N -6.89 0.27 -2.38 0.00
C -5.79 0.25 -2.05 0.00
C -4.41 0.23 -1.64 0.00
C -3.40 0.12 -2.58 0.00
C -2.09 0.11 -2.14 0.00
N -1.78 0.22 -0.84 -0.01
C -2.75 0.31 0.07 0.00
C -4.08 0.32 -0.29 0.00
H -3.61 0.03 -3.63 0.00
H -1.26 -0.03 -2.82 0.00
H -2.42 0.37 1.10 0.00
H -4.84 0.39 0.47 0.00
O 0.86 -0.61 -2.35 0.01
N 1.83 -1.39 -2.62 0.00
C 2.86 -1.38 -1.79 0.00
C 2.87 -0.36 -0.80 0.01
N 2.54 0.56 -0.18 0.00
C 3.93 -2.30 -1.99 0.00
N 4.80 -3.04 -2.13 0.00



16
Properties=species:S:1:pos:R:3:nbo_charge:R:1 method="wB97M-V/def2-TZVPD" relative_energy_kcal_mol=70.1 lumo_ha=0.0213 charge=0 gap_ev=9.264 smiles=O[C@]12C[C@H]1C[C@H]1S[C@H]12
C 0.94 0.27 0.08 0.20
C 0.78 -0.53 1.33 -0.43
C 0.39 -1.08 0.05 -0.23
C -1.14 -0.89 -0.43 -0.42
C -1.47 0.61 -0.39 -0.34
C -0.18 1.28 -0.24 -0.25
H 2.51 0.44 -1.16 0.47
H 1.61 -1.09 1.65 0.23
H 0.05 -0.14 1.95 0.24
H 0.99 -1.80 -0.46 0.22
H -1.38 -1.17 -1.46 0.22
H -1.91 -1.19 0.24 0.22
H -2.06 1.10 -1.14 0.23
H 0.22 1.98 -0.92 0.23
O 2.15 0.64 -0.18 -0.68
S -1.50 1.58 1.08 0.09



41
Properties=species:S:1:pos:R:3:lowdin_spin:R:1 method="wB97M-V/def2-TZVPD" lumo_ha="-0.3724 / -0.5106" charge=+3 multiplicity=5 gap_ev="7.655 / 3.802"
Os -0.40 -0.57 0.07 2.44
C -3.48 2.22 -1.57 0.00
C -3.25 1.74 -0.13 0.00
O -4.41 1.95 0.65 0.00
P -1.72 2.47 0.59 0.02
O -1.69 3.91 0.02 0.01
O -2.00 2.63 2.13 0.00
O -0.50 1.63 0.28 0.15
P -2.96 -0.06 -0.09 0.02
O -4.27 -0.84 -0.31 0.00
O -2.14 -0.43 1.19 0.07
O -1.92 -0.44 -1.20 0.10
H -3.67 3.29 -1.55 0.00
H -4.35 1.71 -1.97 0.00
H -2.62 2.01 -2.20 0.00
H -4.23 2.42 1.48 0.00
H -1.02 4.55 0.30 0.00
H -1.66 1.95 2.72 0.00
H -5.04 -0.73 0.27 0.00
N 3.48 0.35 -3.36 0.01
N 2.43 -0.26 -2.81 0.01
N 1.75 -1.17 -3.48 0.00
C 0.82 -1.51 -2.62 0.02
N 0.96 -0.83 -1.47 0.03
N 2.02 -0.01 -1.61 0.01
H 3.70 0.09 -4.30 0.00
H 3.91 1.09 -2.83 0.00
H 0.05 -2.24 -2.81 0.00
N 0.95 -1.14 1.48 0.01
C 1.63 -1.55 2.30 0.04
C 2.49 -2.08 3.34 0.03
C 3.80 -2.45 3.05 0.27
C 4.65 -3.00 4.09 0.22
C 4.18 -3.17 5.38 0.01
C 2.87 -2.81 5.66 0.21
C 2.01 -2.26 4.63 0.28
H 4.21 -2.33 2.06 0.01
H 5.67 -3.26 3.83 0.01
H 4.82 -3.59 6.15 0.00
H 2.46 -2.93 6.66 0.01
H 0.99 -2.00 4.90 0.01